Record 1
# C2H6ClOPS

2 unconnected molecules or ions with the total composition C2H6ClOPS at a distorted geometry (ωB97M-V/def2-TZVPD, the OMol25 dataset).

Properties
electronic energy	-36864.668	eV
relative energy (zero: lowest compared OMol25 entry of this formula, charge and spin)	189.1	kJ/mol
lowest unoccupied orbital energy	0.7	eV
charge	0

The geometry in XYZ format:
```
12
C2H6ClOPS ωB97M-V/def2-TZVPD
C -1.0559 1.2865 0.2563
P -1.7058 0.1211 1.4903
S -3.0195 -0.9796 0.0541
Cl -0.1289 -1.0772 1.5522
H -0.6993 2.2065 0.9000
H -0.2230 0.8627 -0.3014
H -1.7944 1.6489 -0.3335
H -3.4710 -1.7806 1.0891
C 3.0576 -0.4938 -1.1365
O 2.0081 0.0423 -0.9914
H 3.9456 -0.2824 -1.8068
H 3.0865 -1.5544 -0.7724
```


Record 2
# C2H6ClPS

A single C2H6ClPS molecule at a distorted geometry (ωB97M-V/def2-TZVPD, the OMol25 dataset).

Properties
electronic energy	-34817.667	eV
relative energy (zero: lowest compared OMol25 entry of this formula, charge and spin)	43.4	kJ/mol
lowest unoccupied orbital energy	0.6	eV
charge	0

The geometry in XYZ format:
```
11
C2H6ClPS ωB97M-V/def2-TZVPD
C 1.1277 1.6110 -0.4717
S 0.0535 0.6123 -1.5147
P 0.3205 -1.2608 -0.5341
C -1.0483 -1.0436 1.1451
Cl -0.7993 -2.3675 -1.7776
H 0.5944 2.4558 -0.0049
H 1.8044 2.1197 -1.2332
H 1.7250 0.9114 0.2599
H -2.0116 -0.7073 0.6318
H -0.5819 -0.2956 1.8734
H -1.1844 -2.0354 1.6260
```


Record 3
# C2H6F4HfO2

A molecular structure, C2H6F4HfO2 at a distorted geometry (ωB97M-V/def2-TZVPD, the OMol25 dataset).

Properties
electronic energy	-18437.203	eV
lowest unoccupied orbital energy	-5.0	eV
charge	0

The geometry in XYZ format:
```
15
C2H6F4HfO2 ωB97M-V/def2-TZVPD
Hf -1.5636 0.1454 -3.6387
F -3.7189 0.9545 -2.7333
F 0.2612 -1.3331 -3.1848
F -2.9839 -1.7936 -3.0377
F -1.5129 -0.1376 -1.1816
C 1.5262 -0.2494 1.4001
C 0.8399 1.1598 1.2868
O -0.5016 0.9429 1.2700
O 1.2046 -0.9821 2.5775
H 2.5968 -0.0455 1.3797
H 1.3326 -0.9516 0.5892
H 1.1909 1.5979 0.3524
H 0.9794 1.8071 2.1527
H -0.7452 0.8075 0.3513
H 1.0945 -1.9221 2.4163
```


Record 4
# C2H6F4P

A gas-phase ion, C2H6F4P (charge -1) (ωB97M-V/def2-TZVPD, the OMol25 dataset).

Properties
electronic energy	-22327.751	eV
relative energy (zero: lowest compared OMol25 entry of this formula, charge and spin)	3.6	kJ/mol
lowest unoccupied orbital energy	4.2	eV
charge	-1

The geometry in XYZ format:
```
13
C2H6F4P ωB97M-V/def2-TZVPD
F 2.8118 0.0421 0.4140
C 1.6137 -0.3560 -0.1442
F 1.4186 -1.6406 0.2648
C 0.4707 0.5645 0.2651
F 0.7384 1.7528 -0.3909
F 0.6378 0.8403 1.6099
P -1.3652 -0.0753 -0.0953
H 1.7555 -0.3298 -1.2218
H -1.5273 1.0167 -1.0704
H -0.8510 -0.9631 -1.1708
H -1.1445 -1.1371 0.8950
H -1.8182 0.8339 0.9843
H -2.7403 -0.5483 -0.3397
```


Record 5
# C2H6F6KO9S2

A molecular structure, C2H6F6KO9S2 at a distorted geometry (ωB97M-V/def2-TZVPD, the OMol25 dataset).

Properties
electronic energy	-74899.857	eV
relative energy (zero: lowest compared OMol25 entry of this formula, charge and spin)	452.5	kJ/mol
lowest unoccupied orbital energy	-1.1	eV
charge	-1

The geometry in XYZ format:
```
26
C2H6F6KO9S2 ωB97M-V/def2-TZVPD
K -2.1757 5.1065 -3.1860
C 1.1289 1.9451 -0.6797
F 0.5148 2.6300 0.3249
F 1.2286 0.6551 -0.2949
F 0.3250 2.1043 -1.7409
S 2.9038 2.6904 -0.9674
O 3.5711 2.2557 0.2758
O 3.4187 2.0634 -2.2033
O 2.7073 4.1210 -0.9529
C 0.4129 -4.2048 1.9298
F 0.7133 -5.3698 1.3456
F 1.2379 -3.2921 1.4798
F -0.8024 -3.9094 1.5770
S 0.5326 -4.2376 3.9040
O -0.8043 -4.4555 4.3586
O 1.4146 -5.3295 4.3352
O 0.9837 -2.9183 4.3854
O -3.5850 5.0529 1.5409
H -3.4885 5.8787 2.0153
H -2.6926 4.8145 1.2902
O 0.8154 -2.6094 -2.9773
H 1.2331 -3.4189 -2.6833
H 0.4148 -2.2456 -2.1877
O -3.5926 1.1853 -3.6429
H -3.5080 0.5117 -2.9681
H -2.9074 0.9764 -4.2778
```


Record 6
# C2H6FLaO2

A molecular structure, C2H6FLaO2 at a distorted geometry (ωB97M-V/def2-TZVPD, the OMol25 dataset).

Properties
electronic energy	-9835.740	eV
lowest unoccupied orbital energy (spin up / spin down)	-4.9 / -5.0	eV
charge	+1
spin multiplicity	2

The geometry in XYZ format:
```
12
C2H6FLaO2 ωB97M-V/def2-TZVPD
C 2.2106 1.5504 -2.4245
O 1.4120 0.6623 -1.6558
C 0.0028 0.9523 -1.6860
O -0.6317 0.0645 -0.8615
La 2.2936 -0.7545 0.3599
H 3.2508 1.3843 -2.1246
H 2.0893 1.3186 -3.4919
H 1.9269 2.5924 -2.2173
H -0.3409 0.8083 -2.7218
H -0.1223 2.0003 -1.3592
H -0.3595 0.2483 0.1503
F 0.8276 0.4004 1.8220
```


Record 7
# C2H6FNO

A single C2H6FNO molecule at a distorted geometry (ωB97M-V/def2-TZVPD, the OMol25 dataset).

Properties
electronic energy	-8426.436	eV
relative energy (zero: lowest compared OMol25 entry of this formula, charge and spin)	0.0	kJ/mol
lowest unoccupied orbital energy	0.9	eV
charge	0

The geometry in XYZ format:
```
11
C2H6FNO ωB97M-V/def2-TZVPD
C 0.8956 -0.3393 0.8596
C -0.0792 0.2290 -0.0988
N -0.9953 -0.6736 -0.7701
O -0.7562 1.2807 0.5798
F 0.6836 0.7317 -1.1679
H 1.8883 -0.5258 0.3803
H 1.0516 0.3002 1.7221
H 0.6118 -1.3251 1.1571
H -1.6408 -0.2190 -1.3453
H -0.4324 -1.2827 -1.2671
H -1.2270 1.8239 -0.0499
```


Record 8
# C2H6FP

2 unconnected molecules or ions with the total composition C2H6FP at a distorted geometry (ωB97M-V/def2-TZVPD, the OMol25 dataset).

Properties
electronic energy	-14174.330	eV
relative energy (zero: lowest compared OMol25 entry of this formula, charge and spin)	327.4	kJ/mol
lowest unoccupied orbital energy	1.1	eV
charge	0

The geometry in XYZ format:
```
10
C2H6FP ωB97M-V/def2-TZVPD
C -0.5850 0.5176 -1.2883
C 0.3825 0.5004 0.5832
F 0.1143 1.0259 -2.3224
P -0.2733 -1.1325 1.1928
H -1.4915 0.9861 -1.0762
H -0.6739 -0.5706 -1.3762
H 1.5050 0.4938 0.3025
H -0.0448 1.4003 0.8159
H 0.4327 -1.2390 2.5684
H 0.6342 -1.9819 0.6003
```


Record 9
# C2H6I2N3

A molecular structure, C2H6I2N3 at a distorted geometry (ωB97M-V/def2-TZVPD, the OMol25 dataset).

Properties
electronic energy	-22833.471	eV
relative energy (zero: lowest compared OMol25 entry of this formula, charge and spin)	227.1	kJ/mol
lowest unoccupied orbital energy	-5.5	eV
charge	+1

The geometry in XYZ format:
```
13
C2H6I2N3 ωB97M-V/def2-TZVPD
C 0.5397 -0.4264 0.5588
C -1.7633 0.2814 0.1326
N 1.6533 0.0999 1.1629
N -0.5114 0.5267 0.3569
N 0.2946 -1.6409 0.4355
I -2.5006 -1.5064 -0.4633
I -2.9564 1.9733 -0.2524
H 0.1699 0.2597 -2.1639
H 1.9589 1.1141 0.9261
H 2.3974 -0.5015 1.1624
H -0.1081 1.4574 0.2837
H 1.1687 -2.2858 0.5991
H -0.3426 0.6483 -2.7384
```


Record 10
# C2H6I2N3

A gas-phase ion, C2H6I2N3 (charge +1) at a distorted geometry (ωB97M-V/def2-TZVPD, the OMol25 dataset).

Properties
electronic energy	-22833.028	eV
relative energy (zero: lowest compared OMol25 entry of this formula, charge and spin)	269.8	kJ/mol
lowest unoccupied orbital energy	-5.3	eV
charge	+1

The geometry in XYZ format:
```
13
C2H6I2N3 ωB97M-V/def2-TZVPD
H -1.5687 2.0925 1.4934
N -1.0231 1.3145 1.6658
C -0.4486 0.5609 0.8653
C 0.5507 -0.5321 1.3884
I 2.5604 -0.4565 0.6400
N -0.6629 0.7961 -0.5419
N 0.1912 0.0153 -1.4385
I -1.5674 2.5911 -1.1681
H 0.1918 -1.5349 1.4463
H 0.6876 -0.1598 2.3711
H 0.7486 -0.7102 -0.9122
H 0.8458 0.6052 -2.0006
H -0.4460 -0.3239 -2.1527
```


Record 11
# C2H6IN2

3 unconnected molecules or ions with the total composition C2H6IN2 at a distorted geometry (ωB97M-V/def2-TZVPD, the OMol25 dataset).

Properties
electronic energy	-13242.938	eV
relative energy (zero: lowest compared OMol25 entry of this formula, charge and spin)	223.3	kJ/mol
lowest unoccupied orbital energy	-4.5	eV
charge	+1

The geometry in XYZ format:
```
11
C2H6IN2 ωB97M-V/def2-TZVPD
C 1.1931 1.9409 0.3649
C -0.1154 -0.6331 -0.0789
N 1.5802 2.8921 -0.1456
N 0.6743 -1.5321 -0.5127
I -2.9181 -1.6629 0.3636
H 0.6801 -1.8850 -1.5267
H -0.7064 0.0908 -0.6904
H -0.0880 -0.4574 1.0702
H -3.2281 -0.4723 1.3825
H 1.9429 3.7792 -0.4715
H 0.9855 -2.0603 0.2447
```


Record 12
# C2H6IN2O2

2 unconnected molecules or ions with the total composition C2H6IN2O2 (ωB97M-V/def2-TZVPD, the OMol25 dataset).

Properties
electronic energy	-17339.537	eV
relative energy (zero: lowest compared OMol25 entry of this formula, charge and spin)	71.7	kJ/mol
lowest unoccupied orbital energy	-5.3	eV
charge	+1

The geometry in XYZ format:
```
13
C2H6IN2O2 ωB97M-V/def2-TZVPD
C -0.4921 -0.5232 -1.0146
C 0.6749 -0.2730 -0.0620
N -1.0654 0.5469 -1.5600
N 1.1232 -1.3447 0.4586
O -0.7969 -1.6800 -1.1932
O -1.0942 0.1487 1.7654
I -0.9168 -1.4700 2.8860
H 1.0869 0.7040 0.1511
H -0.7954 1.4890 -1.3348
H -1.8485 0.4082 -2.1852
H 0.6277 -2.1971 0.1286
H 1.9002 -1.4216 1.1067
H -1.5050 0.8283 2.3123
```


Record 13
# C2H6INOS

2 unconnected molecules or ions with the total composition C2H6INOS at a distorted geometry (ωB97M-V/def2-TZVPD, the OMol25 dataset).

Properties
electronic energy	-24640.352	eV
relative energy (zero: lowest compared OMol25 entry of this formula, charge and spin)	256.2	kJ/mol
lowest unoccupied orbital energy	-1.8	eV
charge	0

The geometry in XYZ format:
```
12
C2H6INOS ωB97M-V/def2-TZVPD
C -0.5564 0.7473 0.4792
C -0.5973 -0.5296 -0.3597
N 0.6220 -1.2569 -0.2212
O 0.4229 -2.5292 -0.0203
S 1.6285 -3.5820 0.1326
I 4.4836 0.4343 -0.0101
H 0.3068 1.3495 0.2134
H -1.4581 1.3217 0.2909
H -0.5077 0.5095 1.5395
H -1.4662 -1.1484 -0.0988
H -0.6745 -0.2499 -1.4184
H 3.4761 -0.7797 -0.0230
```


Record 14
# C2H6InO2

A molecular structure, C2H6InO2 at a distorted geometry (ωB97M-V/def2-TZVPD, the OMol25 dataset).

Properties
electronic energy	-11399.148	eV
relative energy (zero: lowest compared OMol25 entry of this formula, charge and spin)	0.0	kJ/mol
lowest unoccupied orbital energy	-19.9	eV
charge	+3

The geometry in XYZ format:
```
11
C2H6InO2 ωB97M-V/def2-TZVPD
In 0.6724 3.2135 -0.4625
C 0.3483 -0.7135 -0.6207
C -0.5476 -0.2531 0.8461
O -1.1532 0.8836 0.6976
O 1.2867 0.2029 -0.8295
H -0.3349 -0.7368 -1.4930
H 0.7951 -1.6966 -0.3970
H 0.1275 -0.2965 1.7170
H -1.2713 -1.1060 0.8536
H -2.0818 0.7598 0.3478
H 2.1590 -0.2572 -0.6594
```


Record 15
# C2H6N2

2 unconnected molecules or ions with the total composition C2H6N2 at a distorted geometry (ωB97M-V/def2-TZVPD, the OMol25 dataset).

Properties
electronic energy	-5147.712	eV
relative energy (zero: lowest compared OMol25 entry of this formula, charge and spin)	406.0	kJ/mol
lowest unoccupied orbital energy	0.9	eV
charge	0

The geometry in XYZ format:
```
10
C2H6N2 ωB97M-V/def2-TZVPD
C 0.1522 0.0132 0.4325
C -1.2173 0.0687 -0.1801
N 1.1987 -0.7767 -0.2714
N 1.2562 0.6747 -0.0765
H 0.1345 -0.1560 1.5160
H -1.1363 -0.1372 -1.2863
H -1.4379 1.1120 -0.1274
H -1.9617 -0.6320 0.1541
H 2.0057 -1.2592 0.8181
H 1.0059 1.0924 -0.9790
```


Record 16
# C2H6N2

2 unconnected molecules or ions with the total composition C2H6N2 at a distorted geometry (ωB97M-V/def2-TZVPD, the OMol25 dataset).

Properties
electronic energy	-5148.107	eV
relative energy (zero: lowest compared OMol25 entry of this formula, charge and spin)	367.9	kJ/mol
lowest unoccupied orbital energy	1.0	eV
charge	0

The geometry in XYZ format:
```
10
C2H6N2 ωB97M-V/def2-TZVPD
H -1.0989 -0.4981 -0.8634
N -0.8449 -0.4150 -1.9376
N 0.2898 0.0594 -1.9291
H 0.7928 0.0281 -2.7876
C -0.0922 -0.4889 1.2650
C 0.2657 0.6302 0.6597
H 0.4413 -1.4350 1.3251
H -1.1522 -0.3489 1.6276
H -0.5709 1.3416 0.5785
H 1.1850 0.9448 0.3606
```


Record 17
# C2H6N2

2 unconnected molecules or ions with the total composition C2H6N2 at a distorted geometry (ωB97M-V/def2-TZVPD, the OMol25 dataset).

Properties
electronic energy	-5139.185	eV
relative energy (zero: lowest compared OMol25 entry of this formula, charge and spin)	362.6	kJ/mol
lowest unoccupied orbital energy (spin up / spin down)	-6.7 / -10.0	eV
charge	+1
spin multiplicity	2

The geometry in XYZ format:
```
10
C2H6N2 ωB97M-V/def2-TZVPD
C 1.9408 -0.4438 1.6503
N 1.2184 -1.5190 1.6720
H 2.2448 -0.2703 0.6091
H 2.0476 0.3245 2.3931
H 0.6230 -1.9234 2.4186
C -1.5009 0.5554 -2.1163
N -1.3712 1.4551 -1.1800
H -0.9512 0.6594 -3.0204
H -2.2741 -0.2156 -2.1051
H -1.9772 1.3777 -0.3213
```


Record 18
# C2H6N2O

A single C2H6N2O molecule at a distorted geometry (ωB97M-V/def2-TZVPD, the OMol25 dataset).

Properties
electronic energy	-7196.099	eV
relative energy (zero: lowest compared OMol25 entry of this formula, charge and spin)	355.9	kJ/mol
lowest unoccupied orbital energy	0.9	eV
charge	0

The geometry in XYZ format:
```
11
C2H6N2O ωB97M-V/def2-TZVPD
C -1.7563 0.7570 -0.0459
N -1.1551 -0.6224 0.2201
N 0.1187 -0.6643 -0.3595
C 1.1869 -0.0814 0.4420
O 2.1220 0.4376 -0.1847
H -1.5532 1.4863 -1.0318
H -2.9847 0.5609 0.0447
H -1.2466 1.3565 0.9544
H -1.7307 -1.4601 -0.1417
H 0.2952 -0.3914 -1.3380
H 0.9145 -0.0995 1.5894
```


Record 19
# C2H6N2O

A single C2H6N2O molecule at a distorted geometry (ωB97M-V/def2-TZVPD, the OMol25 dataset).

Properties
electronic energy	-7196.000	eV
relative energy (zero: lowest compared OMol25 entry of this formula, charge and spin)	365.4	kJ/mol
lowest unoccupied orbital energy	1.1	eV
charge	0

The geometry in XYZ format:
```
11
C2H6N2O ωB97M-V/def2-TZVPD
H 1.9930 0.4256 1.5982
N 1.9665 0.6346 0.6076
C 1.4280 -0.2050 -0.1414
O 0.4135 -1.1399 0.2805
N -0.4909 -0.5313 -0.6490
C -1.3520 0.4270 0.0232
H 1.7353 -0.3444 -1.1802
H -1.0152 -1.3078 -1.0617
H -0.7308 1.2685 0.3277
H -2.0913 0.7704 -0.6987
H -1.8561 0.0022 0.8937
```


Record 20
# C2H6N2O

2 unconnected molecules or ions with the total composition C2H6N2O at a distorted geometry (ωB97M-V/def2-TZVPD, the OMol25 dataset).

Properties
electronic energy	-7187.605	eV
relative energy (zero: lowest compared OMol25 entry of this formula, charge and spin)	261.2	kJ/mol
lowest unoccupied orbital energy (spin up / spin down)	-5.5 / -9.9	eV
charge	+1
spin multiplicity	2

The geometry in XYZ format:
```
11
C2H6N2O ωB97M-V/def2-TZVPD
C -1.0347 1.9568 1.2958
N -0.9004 0.7923 1.7844
H -1.3104 2.0458 0.2430
H -1.0364 2.8242 1.9631
H -0.1299 0.6951 2.4721
C 1.1860 -1.8647 -1.1869
N 0.1908 -1.0069 -1.4681
O 1.3481 -2.3370 -0.0802
H 1.8976 -1.9580 -2.0183
H -0.0867 -0.4835 -0.6517
H -0.1241 -0.6641 -2.3530
```